1.
Density functional theory data (ωB97M-V/def2-TZVPD) for a gas-phase ion, C3H7N2O2 (charge -1) in a non-equilibrium geometry.

The charge is -1. As for the highest occupied orbital energy: -3.5 eV. The multiplicity is 1. The value obtained for the LUMO energy is 4.1 eV. The SMILES is CC(C)N=[N+]([O-])[O-].

Each line ends with the Mulliken charge.
Atoms and positions in Å:
1 C 0.879 -1.242 0.497  -1.144
2 C 1.049 1.182 -0.810  -1.073
3 C 0.374 0.170 0.180  0.190
4 N -1.144 -0.420 -0.572  -0.847
5 N -2.153 -0.083 0.077  1.242
6 O -2.259 0.548 1.135  -0.761
7 O -3.213 -0.378 -0.512  -0.793
8 H 1.165 -1.825 -0.344  0.330
9 H 0.103 -1.658 1.083  0.327
10 H 1.775 -1.143 1.209  0.290
11 H 1.466 0.695 -1.726  0.250
12 H 1.921 1.510 -0.289  0.326
13 H 0.268 1.951 -1.021  0.287
14 H -0.231 0.695 1.093  0.377


2.
Density functional theory data (ωB97M-V/def2-TZVPD) for a gas-phase ion, C3H7N2O2 (charge -1) in a non-equilibrium geometry.

The charge is -1. As for the highest occupied orbital energy: -4.0 eV. The multiplicity is 1. The value obtained for the LUMO energy is 4.2 eV. The SMILES is CNN(C)C(=O)[O-].

Each line ends with the Mulliken charge.
Atoms and positions in Å:
1 C 1.723 0.030 -0.224  0.567
2 C -1.418 -1.254 -0.619  -0.760
3 C 0.088 1.684 0.617  -0.924
4 N -0.555 -0.747 0.420  -0.552
5 N 0.286 0.405 -0.050  0.139
6 O 2.024 -1.162 0.038  -0.752
7 O 2.477 0.993 -0.380  -0.738
8 H -1.166 -0.794 -1.605  0.299
9 H -1.262 -2.421 -0.749  0.239
10 H -2.486 -1.118 -0.516  0.246
11 H -0.723 2.284 0.259  0.235
12 H -0.147 1.452 1.666  0.270
13 H 1.048 2.100 0.555  0.372
14 H 0.109 -1.454 0.586  0.359


3.
Density functional theory data (ωB97M-V/def2-TZVPD) for 2 unconnected molecules or ions with the total composition C3H7N2O2 in a non-equilibrium geometry.

The charge is +1. As for the highest occupied orbital energy (alpha / beta): -14.5 / -14.5 eV. The multiplicity is 1. The value obtained for the LUMO energy (alpha / beta) is -6.4 / -6.4 eV.

Each line ends with the Mulliken charge.
Atoms and positions in Å:
1 C 3.011 -0.145 -0.029  -0.587
2 C 1.840 0.541 0.069  0.143
3 C -2.584 -0.554 0.526  -0.516
4 N -1.024 0.957 -0.413  -0.164
5 N 0.711 -0.123 -0.402  0.324
6 O 0.564 -1.286 -0.498  -0.320
7 O -1.996 0.117 -0.557  -0.039
8 H 3.883 0.431 0.037  0.286
9 H 2.998 -1.140 -0.308  0.314
10 H 1.709 1.629 0.435  0.331
11 H -3.578 -0.007 0.786  0.284
12 H -2.077 -0.397 1.429  0.355
13 H -2.741 -1.509 0.120  0.272
14 H -0.717 1.487 -1.196  0.315


4.
Density functional theory data (ωB97M-V/def2-TZVPD) for a gas-phase ion, C3H7N2O2 (charge +1) in a non-equilibrium geometry.

The charge is +1. As for the highest occupied orbital energy: -14.1 eV. The multiplicity is 1. The value obtained for the LUMO energy is -3.5 eV. The SMILES is C[N+]1=CNO[C@@H]1O.

Each line ends with the Mulliken charge.
Atoms and positions in Å:
1 C 0.757 1.085 -0.468  -0.016
2 C 0.767 -0.945 0.508  -0.035
3 C -1.487 0.313 -0.032  -0.706
4 N 2.056 0.870 -0.384  0.053
5 N -0.076 0.170 -0.007  0.071
6 O 2.328 -0.251 0.331  -0.338
7 O 0.829 -1.967 -0.284  -0.440
8 H 0.442 2.014 -1.089  0.321
9 H 0.684 -1.017 1.607  0.485
10 H -1.981 0.327 0.924  0.320
11 H -1.995 -0.481 -0.625  0.330
12 H -1.607 1.270 -0.550  0.241
13 H 2.872 1.491 -0.495  0.285
14 H 1.050 -2.857 0.188  0.430


5.
Density functional theory data (ωB97M-V/def2-TZVPD) for C3H7N2OP in the gas phase in a non-equilibrium geometry.

As for the highest occupied orbital energy: -7.8 eV. The multiplicity is 1. The value obtained for the LUMO energy is 0.7 eV. The SMILES is [H]/N=C/N1CC=[PH2]O1.

Each line ends with the Mulliken charge.
Atoms and positions in Å:
1 C -1.505 -0.108 0.124  0.260
2 C 0.117 1.254 -0.751  -0.436
3 C 0.814 0.829 0.641  -0.705
4 N -1.429 -1.257 0.641  -0.620
5 N -0.726 0.110 -1.050  -0.182
6 O 0.274 -0.969 -1.122  -0.306
7 P 1.273 -0.830 0.157  0.316
8 H -2.085 0.754 0.422  0.391
9 H -0.631 2.004 -0.546  0.365
10 H 0.882 1.530 -1.634  0.199
11 H 1.725 1.373 0.991  0.369
12 H -1.858 -1.455 1.525  0.196
13 H 2.402 -1.506 -0.528  0.075
14 H 0.746 -1.730 1.129  0.078


6.
Density functional theory data (ωB97M-V/def2-TZVPD) for 2 unconnected molecules or ions with the total composition C3H7N2OP in a non-equilibrium geometry.

As for the highest occupied orbital energy (alpha / beta): -9.2 / -8.3 eV. The multiplicity is 1. The value obtained for the LUMO energy (alpha / beta) is -1.4 / -0.1 eV.

Each line ends with the Mulliken charge.
Atoms and positions in Å:
1 C -0.396 2.287 0.439  0.053
2 C -1.654 1.511 0.399  -0.082
3 C 2.317 -1.323 0.686  -0.705
4 N -1.142 2.557 -0.545  -0.466
5 N -1.864 -0.797 -1.403  -0.554
6 O -2.651 -0.900 1.134  -0.600
7 P -1.572 -0.442 0.206  0.500
8 H 0.616 2.543 0.975  0.268
9 H -2.408 1.483 1.165  0.325
10 H 1.859 -0.535 1.389  0.192
11 H 3.422 -1.583 0.757  0.280
12 H 1.514 -1.999 0.322  0.239
13 H -1.346 -0.260 -2.192  0.280
14 H -2.869 -0.890 -1.636  0.270


7.
Density functional theory data (ωB97M-V/def2-TZVPD) for a gas-phase ion, C3H7N2OS (charge -1) in a non-equilibrium geometry.

The charge is -1. As for the highest occupied orbital energy: -2.7 eV. The multiplicity is 1. The value obtained for the LUMO energy is 3.8 eV. The SMILES is NC(=O)[C@@H](N)C[S-].

Each line ends with the Mulliken charge.
Atoms and positions in Å:
1 N 0.311 -0.315 1.560  -0.652
2 C -0.072 0.392 0.343  0.122
3 C 0.639 -0.238 -0.856  -0.988
4 S 2.476 -0.146 -0.691  -0.631
5 C -1.589 0.309 0.164  0.347
6 N -2.159 -0.917 0.394  -0.406
7 O -2.282 1.245 -0.189  -0.669
8 H 0.765 0.347 2.177  0.255
9 H 0.998 -1.025 1.299  0.256
10 H 0.091 1.462 0.506  0.264
11 H 0.294 -1.283 -0.817  0.307
12 H 0.451 0.247 -1.811  0.284
13 H -1.585 -1.596 0.857  0.264
14 H -3.154 -0.867 0.501  0.248


8.
Density functional theory data (ωB97M-V/def2-TZVPD) for 2 unconnected molecules or ions with the total composition C3H7N2P in a non-equilibrium geometry.

As for the highest occupied orbital energy: -9.2 eV. The multiplicity is 1. The value obtained for the LUMO energy is 0.9 eV.

Each line ends with the Mulliken charge.
Atoms and positions in Å:
1 C -0.501 2.048 -2.140  -0.119
2 C 0.144 -0.387 0.559  0.454
3 C -0.320 -1.712 1.236  -1.057
4 N -0.726 3.169 -1.885  -0.220
5 N -0.371 0.650 1.064  -0.651
6 P 1.444 -0.505 -0.739  -0.046
7 H 0.956 -1.727 -1.051  0.016
8 H -1.046 -2.149 0.512  0.306
9 H 0.457 -2.365 1.200  0.386
10 H -0.963 -1.490 2.211  0.264
11 H -1.223 4.140 -1.747  0.338
12 H -0.176 1.472 0.587  0.278
13 H 2.327 -1.145 0.195  0.052


Looking at ΔE to the lowest compared entry with this formula, charge and spin for the records above, in order, we have 559.9 163.9 749.5 264.0 375.3 397.7 43.2 100.8 kJ/mol.